1.
A molecular structure, C26H53N12RuS. Source: OMol25; level of theory: ωB97M-V with the def2-TZVPD basis set.

The spin multiplicity is 2. The calculation puts the LUMO energy (alpha / beta) at -7.50 / -6.91 eV. Its frontier orbital gap (alpha / beta) is 0.193 / 0.215 Ha. As for the total energy: -59103.8454 eV. The HOMO energy (alpha / beta) comes out at -12.8 / -12.7 eV. Its total charge is +2.

Element x y z (Å)
Ru 0.018 0.408 -0.454
C 5.999 0.246 -1.016
N 4.856 1.062 -0.645
C 5.252 2.280 0.039
C 3.610 0.512 -0.644
N 2.481 1.119 -0.804
C 2.505 2.533 -1.138
C 1.146 3.027 -1.610
N 0.078 2.866 -0.619
C -1.192 3.350 -1.156
C -2.340 2.455 -0.685
N -2.117 1.132 -1.220
C -3.095 0.472 -1.797
N -4.419 0.722 -1.600
C -4.997 1.170 -0.352
C -5.391 0.560 -2.661
N -2.781 -0.532 -2.661
C -3.541 -1.757 -2.740
C -1.748 -0.384 -3.656
C 0.343 3.405 0.719
C 0.831 2.336 1.717
N -0.079 1.207 1.755
C -0.670 0.793 2.842
N -1.273 -0.446 2.828
C -1.031 -1.324 1.713
C -2.607 -0.595 3.382
N -0.674 1.441 4.040
C -0.949 2.854 4.191
C -0.628 0.713 5.291
N 3.631 -0.884 -0.427
C 3.458 -1.841 -1.474
C 3.352 -1.289 0.922
H 6.757 0.905 -1.434
H 5.727 -0.476 -1.780
H 6.431 -0.274 -0.158
H 6.116 2.051 0.666
H 4.470 2.644 0.698
H 5.537 3.059 -0.669
H 3.228 2.705 -1.943
H 2.816 3.137 -0.285
H 0.851 2.442 -2.493
H 1.252 4.081 -1.904
H -1.166 3.309 -2.246
H -1.393 4.388 -0.868
H -3.276 2.888 -1.043
H -2.350 2.431 0.411
H -4.267 1.113 0.451
H -5.844 0.527 -0.106
H -5.372 2.194 -0.433
H -4.901 0.420 -3.621
H -5.991 1.470 -2.718
H -6.067 -0.276 -2.467
H -4.247 -1.812 -1.915
H -2.838 -2.591 -2.648
H -4.082 -1.857 -3.685
H -1.075 0.430 -3.377
H -2.195 -0.177 -4.632
H -1.173 -1.307 -3.732
H -0.594 3.814 1.107
H 1.070 4.225 0.681
H 0.969 2.794 2.700
H 1.803 1.946 1.397
H 0.049 -1.491 1.596
H -1.458 -0.910 0.760
H -1.516 -2.281 1.902
H -2.851 0.224 4.048
H -2.679 -1.532 3.932
H -3.340 -0.604 2.571
H -1.128 3.318 3.225
H -0.124 3.362 4.697
H -1.846 2.980 4.804
H -0.278 -0.301 5.120
H -1.593 0.685 5.801
H 0.079 1.218 5.949
H 3.309 -1.336 -2.426
H 2.598 -2.498 -1.278
H 4.343 -2.480 -1.542
H 3.884 -0.649 1.626
H 3.673 -2.318 1.065
H 2.271 -1.211 1.140
C 2.373 -5.973 -0.192
C 1.116 -5.247 -0.508
C -0.112 -5.905 -0.627
C -1.201 -5.135 -0.992
N -1.100 -3.839 -1.247
C 0.104 -3.295 -1.121
S 0.320 -1.656 -1.658
N 1.195 -3.943 -0.732
H 2.184 -6.834 0.440
H 3.092 -5.309 0.278
H 2.804 -6.337 -1.126
H -0.199 -6.961 -0.439
H -2.188 -5.563 -1.102

Partial atomic charges computed with the Löwdin method, in multiples of e: atom 1 (Ru): 1.108, atom 2 (C): -0.025, atom 3 (N): -0.123, atom 4 (C): -0.041, atom 5 (C): -0.374, atom 6 (N): 0.069, atom 7 (C): -0.218, atom 8 (C): -0.173, atom 9 (N): -0.216, atom 10 (C): -0.167, atom 11 (C): -0.220, atom 12 (N): 0.008, atom 13 (C): -0.379, atom 14 (N): -0.139, atom 15 (C): -0.040, atom 16 (C): -0.031, atom 17 (N): -0.163, atom 18 (C): -0.045, atom 19 (C): -0.103, atom 20 (C): -0.146, atom 21 (C): -0.196, atom 22 (N): 0.032, atom 23 (C): -0.356, atom 24 (N): -0.149, atom 25 (C): -0.098, atom 26 (C): -0.030, atom 27 (N): -0.154, atom 28 (C): -0.036, atom 29 (C): -0.037, atom 30 (N): -0.216, atom 31 (C): -0.132, atom 32 (C): -0.052, atom 33 (H): 0.101, atom 34 (H): 0.086, atom 35 (H): 0.105, atom 36 (H): 0.103, atom 37 (H): 0.079, atom 38 (H): 0.102, atom 39 (H): 0.141, atom 40 (H): 0.091, atom 41 (H): 0.123, atom 42 (H): 0.146, atom 43 (H): 0.129, atom 44 (H): 0.140, atom 45 (H): 0.123, atom 46 (H): 0.104, atom 47 (H): 0.078, atom 48 (H): 0.104, atom 49 (H): 0.101, atom 50 (H): 0.099, atom 51 (H): 0.104, atom 52 (H): 0.101, atom 53 (H): 0.098, atom 54 (H): 0.071, atom 55 (H): 0.100, atom 56 (H): 0.060, atom 57 (H): 0.101, atom 58 (H): 0.039, atom 59 (H): 0.112, atom 60 (H): 0.140, atom 61 (H): 0.114, atom 62 (H): 0.093, atom 63 (H): 0.065, atom 64 (H): 0.044, atom 65 (H): 0.106, atom 66 (H): 0.086, atom 67 (H): 0.106, atom 68 (H): 0.093, atom 69 (H): 0.079, atom 70 (H): 0.103, atom 71 (H): 0.105, atom 72 (H): 0.103, atom 73 (H): 0.095, atom 74 (H): 0.103, atom 75 (H): 0.089, atom 76 (H): -0.009, atom 77 (H): 0.090, atom 78 (H): 0.094, atom 79 (H): 0.094, atom 80 (H): 0.053, atom 81 (C): -0.010, atom 82 (C): -0.302, atom 83 (C): 0.025, atom 84 (C): -0.100, atom 85 (N): 0.059, atom 86 (C): -0.745, atom 87 (S): 0.728, atom 88 (N): 0.094, atom 89 (H): 0.088, atom 90 (H): 0.080, atom 91 (H): 0.102, atom 92 (H): 0.121, atom 93 (H): 0.120

2.
A molecular structure, C26H54O2OsP4. Source: OMol25; level of theory: ωB97M-V with the def2-TZVPD basis set.

The spin multiplicity is 5. The calculation puts the LUMO energy (alpha / beta) at -12.33 / -17.08 eV. Its frontier orbital gap (alpha / beta) is 0.280 / 0.102 Ha. As for the total energy: -71510.3113 eV. For the energy above the lowest of the compared OMol25 structures with the same formula, charge and spin, the calculation gives 184.4 kJ/mol. The HOMO energy (alpha / beta) comes out at -20.0 / -19.9 eV. Its total charge is +4.

Element x y z (Å)
P 0.678 -1.809 -1.733
C -0.640 -3.057 -2.102
H -0.359 -3.618 -3.007
H -1.609 -2.586 -2.285
H -0.731 -3.765 -1.270
C 1.079 -1.255 -3.419
H 2.159 -1.207 -3.540
H 0.660 -0.259 -3.594
H 0.661 -1.957 -4.148
C 1.980 -2.924 -1.117
H 2.276 -3.616 -1.908
H 1.630 -3.473 -0.243
H 2.850 -2.335 -0.818
P 2.680 -0.455 2.581
C 1.813 -0.894 4.138
H 2.536 -0.932 4.957
H 1.326 -1.864 4.023
H 1.052 -0.138 4.353
C 3.986 -1.740 2.626
H 4.819 -1.488 1.967
H 3.546 -2.681 2.280
H 4.346 -1.864 3.651
C 3.545 1.049 3.179
H 4.206 0.786 4.011
H 2.795 1.772 3.518
H 4.124 1.507 2.373
P 0.178 2.300 -0.893
C -1.222 3.446 -0.552
H -0.945 4.444 -0.913
H -1.397 3.528 0.532
H -2.157 3.162 -1.045
C 1.493 3.298 -0.114
H 1.185 4.346 -0.080
H 2.404 3.211 -0.696
H 1.697 2.956 0.906
C 0.442 2.447 -2.683
H 0.588 3.504 -2.930
H -0.421 2.068 -3.234
H 1.336 1.883 -2.971
Os 0.616 0.016 -0.054
C 0.367 -1.500 1.019
O 0.132 -2.438 1.714
C 0.422 0.971 1.548
O 0.180 1.574 2.540
C 4.259 1.684 -0.548
C 3.755 1.725 -1.851
C 3.628 0.550 -2.590
C 4.037 -0.657 -2.027
C 4.516 -0.707 -0.717
C 4.661 0.476 0.011
H 4.430 2.608 0.005
H 3.534 2.676 -2.329
H 3.317 0.604 -3.635
H 4.047 -1.562 -2.635
H 4.878 -1.651 -0.303
H 5.173 0.457 0.971
C -2.135 0.097 -2.499
C -3.051 0.449 -1.327
C -4.494 0.063 -1.645
P -2.269 -0.137 0.289
C -2.864 1.182 1.501
C -4.216 1.858 1.235
C -2.792 0.708 2.961
C -3.220 -1.619 1.000
C -4.745 -1.527 1.078
C -2.850 -2.965 0.370
H -2.403 -0.868 -2.954
H -1.074 0.042 -2.182
H -2.200 0.869 -3.283
H -3.004 1.539 -1.197
H -4.596 -1.015 -1.838
H -5.202 0.383 -0.875
H -4.771 0.586 -2.572
H -2.093 1.956 1.367
H -5.069 1.212 1.469
H -4.288 2.722 1.911
H -4.337 2.242 0.216
H -3.701 0.173 3.265
H -2.702 1.601 3.600
H -1.919 0.072 3.156
H -2.812 -1.624 2.024
H -5.203 -1.634 0.087
H -5.091 -2.388 1.672
H -5.119 -0.628 1.573
H -1.805 -3.233 0.567
H -3.475 -3.748 0.827
H -3.041 -2.984 -0.712

Partial atomic charges computed with the Löwdin method, in multiples of e: atom 1 (P): 0.753, atom 2 (C): -0.194, atom 3 (H): 0.091, atom 4 (H): 0.022, atom 5 (H): 0.055, atom 6 (C): -0.206, atom 7 (H): 0.025, atom 8 (H): 0.034, atom 9 (H): 0.082, atom 10 (C): -0.233, atom 11 (H): 0.092, atom 12 (H): 0.054, atom 13 (H): 0.000, atom 14 (P): 0.976, atom 15 (C): -0.195, atom 16 (H): 0.094, atom 17 (H): 0.057, atom 18 (H): 0.055, atom 19 (C): -0.186, atom 20 (H): 0.042, atom 21 (H): 0.067, atom 22 (H): 0.090, atom 23 (C): -0.186, atom 24 (H): 0.097, atom 25 (H): 0.063, atom 26 (H): 0.033, atom 27 (P): 0.787, atom 28 (C): -0.183, atom 29 (H): 0.093, atom 30 (H): 0.065, atom 31 (H): 0.049, atom 32 (C): -0.208, atom 33 (H): 0.085, atom 34 (H): 0.013, atom 35 (H): 0.041, atom 36 (C): -0.199, atom 37 (H): 0.097, atom 38 (H): 0.044, atom 39 (H): 0.025, atom 40 (Os): 0.919, atom 41 (C): -0.456, atom 42 (O): 0.115, atom 43 (C): -0.501, atom 44 (O): 0.102, atom 45 (C): -0.081, atom 46 (C): -0.091, atom 47 (C): -0.081, atom 48 (C): -0.104, atom 49 (C): -0.087, atom 50 (C): -0.098, atom 51 (H): 0.129, atom 52 (H): 0.126, atom 53 (H): 0.128, atom 54 (H): 0.128, atom 55 (H): 0.123, atom 56 (H): 0.102, atom 57 (C): -0.141, atom 58 (C): -0.492, atom 59 (C): -0.061, atom 60 (P): 1.182, atom 61 (C): -0.487, atom 62 (C): -0.046, atom 63 (C): -0.074, atom 64 (C): -0.413, atom 65 (C): -0.028, atom 66 (C): -0.047, atom 67 (H): 0.091, atom 68 (H): -0.043, atom 69 (H): 0.109, atom 70 (H): 0.076, atom 71 (H): 0.100, atom 72 (H): 0.080, atom 73 (H): 0.123, atom 74 (H): 0.070, atom 75 (H): 0.090, atom 76 (H): 0.129, atom 77 (H): 0.084, atom 78 (H): 0.108, atom 79 (H): 0.125, atom 80 (H): 0.072, atom 81 (H): 0.121, atom 82 (H): 0.095, atom 83 (H): 0.147, atom 84 (H): 0.077, atom 85 (H): 0.058, atom 86 (H): 0.138, atom 87 (H): 0.093

3.
A molecular structure, C26H55BrN2OsSb2Si. Source: OMol25; level of theory: ωB97M-V with the def2-TZVPD basis set.

The spin multiplicity is 5. The calculation puts the LUMO energy (alpha / beta) at -10.55 / -13.47 eV. Its frontier orbital gap (alpha / beta) is 0.289 / 0.189 Ha. As for the total energy: -124257.2867 eV. For the energy above the lowest of the compared OMol25 structures with the same formula, charge and spin, the calculation gives 6.9 kJ/mol. The HOMO energy (alpha / beta) comes out at -18.4 / -18.6 eV. Its total charge is +4.

Element x y z (Å)
Os -1.237 0.223 -0.117
N -1.190 -0.111 2.045
C -0.207 -1.204 2.356
C -0.400 -2.306 1.345
N -0.222 -1.710 -0.025
H -0.958 0.703 2.609
H -2.109 -0.404 2.375
H -0.341 -1.570 3.373
H 0.795 -0.780 2.267
H -1.407 -2.719 1.405
H 0.307 -3.118 1.507
H -0.485 -2.398 -0.726
H 0.776 -1.538 -0.174
C -1.149 1.768 -4.199
Sb -1.469 0.283 -2.734
C -1.068 -1.492 -3.804
C -3.693 0.117 -2.608
C -4.500 1.156 -3.238
C -5.276 0.802 -4.371
C -6.283 1.611 -4.799
C -6.527 2.845 -4.122
C -5.719 3.252 -3.060
C -4.648 2.487 -2.651
C -3.620 3.144 -1.780
Sb -2.685 2.437 0.048
C -4.236 2.568 1.475
C -1.536 4.183 0.362
H -1.965 1.714 -4.917
H -0.211 1.531 -4.698
H -1.079 2.763 -3.767
H -1.456 -1.395 -4.817
H -1.541 -2.343 -3.315
H 0.009 -1.648 -3.855
H -3.849 0.089 -1.528
H -3.903 -0.863 -3.035
H -5.130 -0.169 -4.829
H -6.925 1.311 -5.618
H -7.317 3.498 -4.473
H -5.887 4.226 -2.617
H -4.014 4.109 -1.460
H -2.738 3.358 -2.393
H -4.886 3.393 1.188
H -3.802 2.782 2.451
H -4.810 1.646 1.517
H -2.180 4.954 0.781
H -1.120 4.523 -0.585
H -0.727 3.969 1.057
C 5.427 -1.927 2.518
C 6.300 -0.740 2.195
C 6.076 0.415 3.129
C 7.747 -1.065 1.932
Si 5.627 -0.039 0.199
Br 3.325 -0.131 0.383
C 6.096 -1.305 -1.150
C 5.917 -2.763 -0.710
C 7.562 -1.065 -1.564
C 5.179 -1.085 -2.371
C 6.055 1.815 0.015
C 7.553 2.052 0.270
C 5.734 2.130 -1.462
C 5.212 2.739 0.896
H 5.880 -2.367 3.418
H 5.423 -2.707 1.763
H 4.408 -1.636 2.763
H 6.307 0.022 4.129
H 5.038 0.748 3.158
H 6.741 1.256 2.958
H 8.175 -1.305 2.917
H 8.326 -0.225 1.549
H 7.890 -1.937 1.299
H 6.632 -3.072 0.051
H 6.094 -3.402 -1.579
H 4.904 -2.968 -0.359
H 8.268 -1.179 -0.743
H 7.716 -0.088 -2.021
H 7.830 -1.813 -2.315
H 4.145 -1.354 -2.156
H 5.540 -1.753 -3.158
H 5.207 -0.075 -2.770
H 8.195 1.402 -0.325
H 7.824 1.951 1.320
H 7.792 3.080 -0.015
H 6.400 1.628 -2.160
H 5.887 3.206 -1.591
H 4.698 1.912 -1.724
H 5.339 2.566 1.961
H 4.152 2.679 0.652
H 5.537 3.765 0.703

Partial atomic charges computed with the Löwdin method, in multiples of e: atom 1 (Os): 0.726, atom 2 (N): -0.121, atom 3 (C): -0.202, atom 4 (C): -0.192, atom 5 (N): -0.118, atom 6 (H): 0.105, atom 7 (H): 0.110, atom 8 (H): 0.144, atom 9 (H): 0.096, atom 10 (H): 0.133, atom 11 (H): 0.142, atom 12 (H): 0.099, atom 13 (H): 0.043, atom 14 (C): -0.251, atom 15 (Sb): 1.283, atom 16 (C): -0.275, atom 17 (C): -0.263, atom 18 (C): -0.188, atom 19 (C): 0.013, atom 20 (C): 0.041, atom 21 (C): 0.086, atom 22 (C): 0.014, atom 23 (C): -0.180, atom 24 (C): -0.275, atom 25 (Sb): 1.257, atom 26 (C): -0.260, atom 27 (C): -0.257, atom 28 (H): 0.037, atom 29 (H): 0.036, atom 30 (H): 0.013, atom 31 (H): 0.038, atom 32 (H): 0.024, atom 33 (H): 0.027, atom 34 (H): 0.038, atom 35 (H): 0.083, atom 36 (H): 0.140, atom 37 (H): 0.145, atom 38 (H): 0.148, atom 39 (H): 0.141, atom 40 (H): 0.081, atom 41 (H): 0.058, atom 42 (H): 0.035, atom 43 (H): 0.030, atom 44 (H): 0.022, atom 45 (H): 0.042, atom 46 (H): 0.028, atom 47 (H): 0.020, atom 48 (C): -0.071, atom 49 (C): -0.469, atom 50 (C): -0.056, atom 51 (C): -0.035, atom 52 (Si): 0.637, atom 53 (Br): 0.449, atom 54 (C): -0.632, atom 55 (C): -0.087, atom 56 (C): -0.058, atom 57 (C): -0.100, atom 58 (C): -0.631, atom 59 (C): -0.060, atom 60 (C): -0.081, atom 61 (C): -0.097, atom 62 (H): 0.133, atom 63 (H): 0.068, atom 64 (H): 0.066, atom 65 (H): 0.135, atom 66 (H): 0.090, atom 67 (H): 0.085, atom 68 (H): 0.140, atom 69 (H): 0.089, atom 70 (H): 0.084, atom 71 (H): 0.076, atom 72 (H): 0.108, atom 73 (H): 0.077, atom 74 (H): 0.077, atom 75 (H): 0.078, atom 76 (H): 0.112, atom 77 (H): 0.050, atom 78 (H): 0.108, atom 79 (H): 0.065, atom 80 (H): 0.081, atom 81 (H): 0.075, atom 82 (H): 0.112, atom 83 (H): 0.077, atom 84 (H): 0.112, atom 85 (H): 0.075, atom 86 (H): 0.064, atom 87 (H): 0.053, atom 88 (H): 0.108